[1]
A structure of composition C24H36ClN2O3Os, computed with the ωB97M-V functional and the def2-TZVPD basis.

As for the gap between HOMO and LUMO (spin up / spin down): 7.84 / 6.89 eV. The value obtained for the electronic energy is -49556.5827 eV. The calculation puts the HOMO energy (spin up / spin down) at -17.195 / -17.920 eV. The calculation puts the LUMO energy (spin up / spin down) at -9.36 / -11.03 eV.

ORCA input file:
```
! RIJCOSX wB97M-V def2-TZVPD def2/J DEFGRID3
* xyz 3 5
Os -0.3110 1.1577 0.0099
C -3.6832 1.8390 -1.3406
C -3.0590 1.7481 0.0162
C -3.1408 2.7960 0.9321
C -2.5764 2.7042 2.2086
C -2.6292 3.8594 3.1525
C -2.0242 1.4819 2.6158
C -2.0848 0.3446 1.8039
C -1.9168 -1.0140 2.3998
C -2.4832 0.5212 0.4428
H -4.6875 1.4084 -1.2857
H -3.1334 1.2633 -2.0861
H -3.7986 2.8664 -1.6834
H -3.6788 3.6976 0.6618
H -3.4640 3.7236 3.8473
H -2.7956 4.8035 2.6378
H -1.7303 3.9216 3.7652
H -1.6810 1.3786 3.6397
H -2.7736 -1.1925 3.0557
H -1.0255 -1.0899 3.0225
H -1.9086 -1.7997 1.6499
H -2.6844 -0.3580 -0.1599
C 2.5116 0.0793 -0.7692
N 1.8707 1.2130 -0.0638
C 2.3191 1.2075 1.3529
C 2.2927 2.4768 -0.7347
C 1.3117 3.5832 -0.4417
N -0.0820 3.1764 -0.7770
C -0.2287 2.9768 -2.2486
C -0.9469 4.3145 -0.3858
H 3.5866 0.2536 -0.8494
H 2.1048 -0.0209 -1.7744
H 2.3548 -0.8417 -0.2150
H 3.4107 1.2176 1.3977
H 1.9633 0.3084 1.8548
H 1.9487 2.0843 1.8831
H 2.3698 2.2976 -1.8061
H 3.2822 2.7744 -0.3811
H 1.5870 4.4692 -1.0187
H 1.3364 3.8508 0.6153
H 0.1848 3.8297 -2.7932
H -1.2839 2.8944 -2.5007
H 0.2694 2.0692 -2.5903
H -0.5966 5.2208 -0.8852
H -0.9070 4.4706 0.6903
H -1.9705 4.1406 -0.6937
C 1.4693 -4.9026 1.5754
C 1.8975 -5.2098 0.1799
C 2.8084 -6.1939 -0.0939
C 3.1481 -6.5123 -1.4200
Cl 4.2635 -7.7210 -1.7447
C 2.5422 -5.8195 -2.5071
C 1.6473 -4.8233 -2.2617
C 1.3194 -4.4874 -0.9287
O 0.4553 -3.5527 -0.5769
C -0.2457 -2.7320 -1.5019
C -0.2633 -1.2796 -1.0450
O -0.5320 -0.3846 -1.8684
O -0.0404 -0.9754 0.1737
H 2.1820 -5.2927 2.2977
H 0.5062 -5.3827 1.7741
H 1.3330 -3.8333 1.7257
H 3.2627 -6.7450 0.7191
H 2.7873 -6.1009 -3.5226
H 1.1857 -4.3206 -3.0988
H -1.2832 -3.0751 -1.5290
H 0.1380 -2.7630 -2.5182
*
```

---

[2]
A cluster of 7 separate species, C24H36ClO22 in total, computed with the ωB97M-V functional and the def2-TZVPD basis.

As for the gap between HOMO and LUMO (spin up / spin down): 10.25 / 3.41 eV. The value obtained for the electronic energy is -83027.3799 eV. The calculation puts the HOMO energy (spin up / spin down) at -10.898 / -10.898 eV. The calculation puts the LUMO energy (spin up / spin down) at -0.65 / -7.49 eV.

ORCA input file:
```
! RIJCOSX wB97M-V def2-TZVPD def2/J DEFGRID3
* xyz 0 2
Cl 0.2096 0.4886 -0.1941
O -0.7836 0.9811 -1.0393
O 1.3036 0.1046 -1.0417
O 0.5667 1.4537 0.7770
O -0.1930 -0.7365 0.4771
C -0.5528 -3.4161 2.8142
C 0.9448 -3.7515 2.6870
C 1.8949 -2.6085 2.3709
O 2.9185 -2.7811 3.3739
C 2.5709 -3.7339 4.2699
O 3.2544 -4.1625 5.2143
O 1.3603 -4.1766 3.9877
H -1.2290 -4.2284 3.0805
H -0.8421 -3.0702 1.8218
H -0.7044 -2.6114 3.5337
H 1.0708 -4.6103 2.0278
H 1.3870 -1.6458 2.4284
H 2.2776 -2.7416 1.3590
C -2.0780 3.7365 1.2477
C -3.4417 3.2574 0.8615
C -3.5962 1.8219 0.3776
O -4.8138 1.4376 0.9167
C -5.2474 2.3215 1.8692
O -6.2441 2.2692 2.5518
O -4.2722 3.3089 1.9466
H -1.5935 2.9290 1.7967
H -2.0285 4.5874 1.9271
H -1.5429 4.0128 0.3392
H -3.9252 3.8422 0.0789
H -2.7369 1.2447 0.7190
H -3.6427 1.8267 -0.7114
C 1.8310 -3.2424 -2.1590
C 2.2797 -2.2348 -3.2660
C 3.6632 -1.6564 -3.0379
O 4.4202 -2.0589 -4.1423
C 3.6996 -2.9173 -4.8606
O 4.1164 -3.4226 -5.8557
O 2.4605 -2.9825 -4.4450
H 0.7624 -3.4490 -2.2188
H 2.0063 -2.8660 -1.1512
H 2.3380 -4.2057 -2.2158
H 1.5419 -1.4329 -3.2891
H 4.1225 -2.0085 -2.1142
H 3.5321 -0.5817 -2.9109
C -3.6165 -1.7042 -0.2913
C -3.3612 -1.5699 -1.8298
C -1.8993 -2.0916 -2.1347
O -2.1853 -3.1538 -2.9854
C -3.4576 -3.2413 -3.3660
O -3.9183 -4.0407 -4.1718
O -4.1817 -2.3757 -2.6037
H -4.5577 -1.2801 0.0586
H -2.9305 -1.0867 0.2886
H -3.4522 -2.7045 0.1094
H -3.5290 -0.5562 -2.1936
H -1.3208 -2.3690 -1.2535
H -1.3111 -1.4171 -2.7570
C 0.2209 1.0960 4.0936
C 1.7449 1.3901 4.3158
C 2.0381 2.6027 5.2802
O 2.7916 2.0160 6.3171
C 3.0092 0.6723 6.0964
O 3.7955 -0.0437 6.7335
O 2.2761 0.2975 5.0358
H -0.3275 0.9995 5.0306
H -0.0210 0.1494 3.6102
H -0.3543 1.7910 3.4818
H 2.2003 1.5124 3.3330
H 1.1091 2.9666 5.7191
H 2.6485 3.4256 4.9082
C -0.3280 4.5195 -4.6589
C 0.4985 3.7549 -3.5855
C 1.0359 2.3344 -3.9708
O 2.4240 2.3440 -3.6499
C 2.7583 3.6009 -3.1514
O 3.9142 3.9551 -2.8149
O 1.6940 4.4582 -3.1544
H -1.0843 3.8951 -5.1345
H 0.3657 4.8637 -5.4260
H -0.9055 5.3759 -4.3107
H -0.2215 3.6286 -2.7769
H 0.8598 2.1065 -5.0221
H 0.5142 1.5880 -3.3719
*
```

---

[3]
A structure of composition C24H36CuP2Si, computed with the ωB97M-V functional and the def2-TZVPD basis.

As for the gap between HOMO and LUMO (spin up / spin down): 5.99 / 6.97 eV. The value obtained for the electronic energy is -96561.7984 eV. For the energy above the lowest of the compared OMol25 structures with the same formula, charge and spin, the calculation gives 136.8 kJ/mol. The calculation puts the HOMO energy (spin up / spin down) at -5.380 / -6.441 eV. The calculation puts the LUMO energy (spin up / spin down) at 0.61 / 0.53 eV.

ORCA input file:
```
! RIJCOSX wB97M-V def2-TZVPD def2/J DEFGRID3
* xyz 0 2
C 0.2146 2.0204 1.1908
C -0.9465 2.1174 0.3865
C -2.0809 1.8016 1.1739
H -0.9647 2.3755 -0.6740
C -1.6586 1.7170 2.5423
C -0.2134 1.7907 2.5423
H 0.4171 1.7523 3.4312
H 1.2421 2.1152 0.8469
H -3.1081 1.6618 0.8202
H -2.3095 1.6986 3.4154
Cu -0.9684 -0.0921 1.8293
C -0.2276 -0.3792 -1.4288
H -0.6938 0.1982 -0.6408
H 0.5588 -1.0285 -1.0431
H -1.0189 -0.9821 -1.9017
Si 0.5928 0.8345 -2.8313
C 2.0519 0.0057 -3.6167
C 3.2143 0.7473 -3.8845
H 3.2209 1.8291 -3.7250
C 4.3802 0.0979 -4.3152
H 5.2688 0.6781 -4.5436
C 4.4117 -1.2870 -4.4319
H 5.3309 -1.7901 -4.7466
C 3.2629 -2.0326 -4.1482
H 3.3016 -3.1128 -4.2388
C 2.0826 -1.3948 -3.7563
H 1.1829 -1.9631 -3.5096
C -0.8721 1.4832 -3.7773
C -0.6161 2.3381 -4.8689
H 0.3343 2.2586 -5.4118
C -1.5645 3.3157 -5.2130
H -1.3583 4.0457 -5.9996
C -2.7937 3.3765 -4.5597
H -3.5259 4.1628 -4.8049
C -3.1145 2.4055 -3.6077
H -4.1003 2.4181 -3.1407
C -2.1708 1.4338 -3.2323
H -2.4379 0.6691 -2.4981
H 1.3671 2.0245 -2.0433
H 1.2880 2.2906 -2.9118
C -2.4728 -1.8795 4.4324
P -1.3672 -0.4296 4.6258
C -1.7269 0.0913 6.3373
C 0.3109 -1.2214 4.8333
C 0.6226 -2.3324 3.8150
P 0.3057 -1.8409 2.0447
C 1.9767 -1.5408 1.3879
C -0.2061 -3.3723 1.2250
H -3.2867 -1.7766 5.1600
H -1.9612 -2.8390 4.5730
H -2.8918 -1.8297 3.4186
H -0.8243 0.0615 6.9596
H -2.0994 1.1233 6.2996
H -2.4962 -0.5516 6.7765
H 1.0248 -0.3862 4.7239
H 0.3707 -1.5698 5.8803
H 1.6852 -2.6065 3.8925
H 0.0230 -3.2324 4.0252
H 2.6354 -2.3934 1.6063
H 1.9274 -1.3911 0.3040
H 2.3964 -0.6362 1.8461
H -0.6793 -4.0471 1.9492
H -0.9221 -3.1472 0.4269
H 0.6764 -3.8534 0.7836
*
```

---

Number 1: F_max 1.00 eV/Å. Number 2: F_max 5.33 eV/Å. Number 3: F_max 2.87 eV/Å.